# C29H23CuN3O4S2Te

A molecular structure, C29H23CuN3O4S2Te (ωB97M-V/def2-TZVPD, the Open Molecules 2025 dataset).

```
63
Properties=species:S:1:pos:R:3:forces:R:3
Cu -0.08663 -0.11022 1.40748 0.05 -0.37 -0.26
O -1.28266 2.75262 -2.11744 0.03 0.05 -0.06
C -0.89567 2.09171 -1.04042 -0.07 -0.02 0.09
O -1.58683 1.34626 -0.39380 0.04 0.04 -0.04
C 0.53098 2.38703 -0.66613 -0.03 -0.01 -0.05
C 1.27418 3.39311 -1.27344 -0.04 -0.04 -0.01
C 2.55829 3.62920 -0.81705 0.01 0.00 0.01
C 3.05082 2.85774 0.22614 0.02 -0.03 0.00
C 2.23864 1.86805 0.75641 0.02 0.08 0.01
N 1.00332 1.63509 0.31755 -0.02 -0.02 0.12
C 2.61067 0.98429 1.90831 -0.08 0.03 0.10
O 3.78475 1.07457 2.48256 0.02 -0.03 -0.03
O 1.80488 0.17546 2.33781 0.12 0.04 0.06
H -2.21454 2.55680 -2.30619 -0.01 -0.02 0.00
H 0.84044 3.97210 -2.07534 0.01 0.01 0.00
H 3.16662 4.40765 -1.25625 -0.01 0.00 0.00
H 4.04676 3.05258 0.60242 0.00 -0.01 -0.01
H 4.37044 1.72936 2.07881 0.00 0.01 0.00
S -5.82512 0.30482 1.86258 0.04 -0.01 0.03
C -7.50114 0.11521 1.61091 0.01 0.00 -0.02
C -7.77852 -1.00512 0.89062 -0.05 0.02 0.01
C -6.61245 -1.72557 0.53907 0.08 0.01 0.01
C -5.46088 -1.14326 0.99883 -0.09 -0.02 -0.03
C -4.09049 -1.61934 0.81477 0.04 0.02 0.00
C -2.99251 -0.78769 1.11052 -0.03 -0.04 -0.04
N -1.73654 -1.16056 0.95508 -0.18 0.14 0.10
C -1.47581 -2.37738 0.43304 -0.02 -0.02 -0.01
C -2.48621 -3.28780 0.12010 0.01 0.03 0.00
C -2.11402 -4.56590 -0.42562 -0.01 -0.03 -0.02
C -0.82229 -4.87275 -0.66619 -0.02 -0.02 -0.01
C 0.22872 -3.93049 -0.38773 -0.01 0.03 0.02
C 1.58238 -4.17139 -0.65538 0.02 0.02 -0.01
C 2.53406 -3.20889 -0.36982 -0.07 0.01 0.00
C 2.07243 -1.99997 0.18615 0.06 -0.02 0.01
N 0.80638 -1.74382 0.43846 -0.02 0.15 0.04
C -0.11259 -2.69303 0.16285 0.11 -0.10 -0.04
C 3.95955 -3.40783 -0.62169 0.08 -0.05 -0.03
C 4.60616 -4.58377 -0.88977 -0.05 0.03 0.03
C 5.99854 -4.42017 -1.08840 0.04 -0.02 -0.01
C 6.39333 -3.12426 -0.97039 -0.04 0.02 0.02
S 5.07882 -2.09346 -0.61707 -0.01 -0.01 -0.02
C -3.80955 -2.89027 0.34389 0.02 0.01 0.00
H -8.19180 0.84149 2.00747 0.00 0.00 0.00
H -8.77930 -1.30395 0.61843 0.00 0.00 0.00
H -6.63536 -2.63284 -0.04692 0.00 0.00 0.00
H -3.15105 0.22395 1.45672 -0.01 0.02 0.04
H -2.89825 -5.27654 -0.65205 0.00 0.00 0.00
H -0.55584 -5.83438 -1.08493 0.00 0.00 0.00
H 1.87216 -5.11423 -1.10110 0.01 0.00 0.00
H 2.78841 -1.22996 0.44105 -0.02 0.01 0.00
H 4.11356 -5.54463 -0.92762 0.00 -0.01 0.00
H 6.67678 -5.23107 -1.30611 0.00 0.00 0.00
H 7.38586 -2.71706 -1.07355 0.00 0.00 0.00
H -4.61047 -3.58541 0.12807 -0.01 0.00 0.01
C -2.85202 0.46769 4.20981 -0.03 -0.02 0.02
Te -0.81017 0.83208 3.76200 0.00 0.05 0.09
C -0.13139 -0.92114 4.75969 0.00 0.03 -0.01
H -3.12794 -0.54570 3.92939 0.03 0.00 -0.02
H -3.48161 1.18807 3.69566 0.03 0.04 -0.03
H -2.95919 0.60224 5.28386 0.00 -0.01 -0.01
H -0.35361 -0.81037 5.81755 0.00 0.01 0.00
H 0.94104 -1.00545 4.60951 0.00 0.02 -0.02
H -0.64596 -1.78692 4.35157 0.00 0.00 -0.01
```
Forces are in eV/Å.

Values from the calculation:
- <S²>: 0.756
- LUMO level (alpha / beta): -6.2 / -7.0 eV
- Kohn-Sham gap (alpha / beta): 6.5 / 5.8 eV
- Charge: +2
- Calculated total energy: -116698.67025 eV
- 2S+1: 2
- Relative energy (zero: lowest compared OMol25 entry of this formula, charge and spin): 5.8 kcal/mol